Model A:
{
  "formula": "C7H12",
  "method": "ωB97M-V/def2-TZVPD",
  "smiles": "C/C=C1/CC1(C)C",
  "e_lumo_ev": 0.985,
  "charge": 0,
  "species": ["C", "C", "C", "C", "C", "C", "C", "H", "H", "H", "H", "H", "H", "H", "H", "H", "H", "H", "H"],
  "xyz": [[0.7519, 0.5144, 0.2019], [0.9788, 0.4462, 1.4817], [0.7681, 1.3800, -1.0228], [-0.1586, 0.1334, -0.8731], [0.2969, -0.4697, 2.4461], [0.2029, -1.1195, -1.6976], [-1.6764, 0.2871, -0.6050], [1.8527, 0.9625, 2.0424], [0.5414, 2.3945, -0.9048], [1.5182, 1.0904, -1.6564], [0.0478, -1.4872, 1.9923], [-0.5471, 0.0517, 2.7192], [0.9227, -0.8957, 3.3701], [0.2314, -0.9358, -2.8138], [-0.5869, -1.9583, -1.5428], [1.2061, -1.6127, -1.5456], [-2.2147, 0.3939, -1.5006], [-1.8436, 1.2881, -0.1317], [-2.2917, -0.4631, 0.0405]],
  "nbo_charge": [-0.0019, -0.1904, -0.4303, -0.0802, -0.6413, -0.6169, -0.6055, 0.1998, 0.2261, 0.2123, 0.2123, 0.2162, 0.2119, 0.2119, 0.2198, 0.2224, 0.2067, 0.2106, 0.2164]
}

Model B:
{
  "formula": "C7H12",
  "method": "ωB97M-V/def2-TZVPD",
  "smiles": "C=C(C)C/C=C/C",
  "e_lumo_ev": 1.095,
  "charge": 0,
  "species": ["C", "C", "C", "C", "C", "C", "C", "H", "H", "H", "H", "H", "H", "H", "H", "H", "H", "H", "H"],
  "xyz": [[-1.2065, -1.5332, -0.6289], [-0.8690, -0.2487, -1.3805], [-1.7501, 0.2691, -2.2369], [0.5579, 0.2398, -1.1293], [1.0018, 0.1014, 0.3231], [0.9275, 1.0090, 1.2923], [1.2780, 0.7336, 2.7411], [-0.3832, -2.2292, -0.5397], [-2.0059, -2.0406, -1.1721], [-1.5477, -1.1983, 0.3525], [-2.6082, -0.3054, -2.5552], [-1.4302, 1.0938, -2.8674], [1.3025, -0.2427, -1.7461], [0.4528, 1.3213, -1.2288], [1.5852, -0.7957, 0.5409], [0.5616, 2.0010, 1.0322], [2.1010, 1.3819, 3.0341], [0.3445, 0.7168, 3.2937], [1.6879, -0.2740, 2.8751]],
  "nbo_charge": [-0.6564, 0.0705, -0.4364, -0.4867, -0.1802, -0.1779, -0.6448, 0.2110, 0.2114, 0.2260, 0.1999, 0.1948, 0.2269, 0.2180, 0.1836, 0.1889, 0.2191, 0.2238, 0.2084]
}

Comparing the structures above, model B comes out on top by 32.4 kcal/mol.